1.
Formula: C28H42BrFeN3P2
Source: the Open Molecules 2025 dataset
Level of theory: ωB97M-V/def2-TZVPD

Structure (XYZ):
```
77
C28H42BrFeN3P2 ωB97M-V/def2-TZVPD
C -2.37144 -5.89247 -3.75005
C -1.84213 -4.59389 -3.58152
C -1.54618 -3.86734 -4.77882
C -1.98165 -4.38516 -6.01119
N -2.57007 -5.57653 -6.13941
C -2.76108 -6.32113 -5.03885
C -1.62590 -4.01647 -2.26616
C -1.10234 -3.30482 -1.36781
C 0.05130 -2.52541 -0.89631
C -0.14555 -1.12712 -1.03762
C 0.70545 -0.21809 -0.29628
C 1.94671 -0.75280 0.17687
C 2.34350 -1.99677 -0.34722
C 1.38687 -2.94116 -0.66571
Fe -1.61723 -2.16329 0.33325
P -1.54016 1.06375 1.93482
H -1.00014 -2.94256 -4.76332
H -2.47686 -6.56912 -2.91841
H -1.84903 -3.80333 -6.94551
H -3.24671 -7.29869 -5.18094
H 1.66076 -3.96368 -0.90475
H -0.81089 -0.80466 -1.91525
H 3.39722 -2.10558 -0.54197
H 0.37115 0.80921 -0.17791
C -0.53409 1.96554 3.21459
C -0.76843 3.44684 3.48643
H 0.52053 1.83848 2.95696
H -0.66257 1.38742 4.13783
H -0.36140 3.73328 4.46625
H -0.28418 4.08557 2.74290
H -1.82936 3.69859 3.52507
C -1.92154 2.49177 0.86091
C -2.92244 2.11603 -0.25723
H -0.98631 2.81595 0.39022
H -2.26809 3.32645 1.46861
H -3.03164 2.96556 -0.93531
H -2.56468 1.25039 -0.83044
H -3.91389 1.87027 0.12190
C -3.10327 0.73416 2.88575
C -3.97797 1.91545 3.32673
H -2.77457 0.16769 3.76988
H -3.71723 0.04699 2.28192
H -4.91456 1.51519 3.73495
H -3.53334 2.52967 4.11461
H -4.26131 2.55414 2.48416
Br 2.73840 -0.13403 1.76715
P 2.95122 2.45945 -1.13008
C 1.48489 2.92282 -0.13476
C 1.46767 4.45135 0.10897
H 1.46819 2.31072 0.77831
H 0.60679 2.64172 -0.72170
H 0.47929 4.79647 0.46458
H 2.23199 4.74939 0.84193
H 1.67015 4.96283 -0.84615
C 4.35532 1.81891 -0.11736
C 5.80387 2.05603 -0.60145
H 4.12797 0.74690 -0.07260
H 4.23322 2.24361 0.89171
H 6.46272 1.71795 0.20581
H 6.03937 1.45698 -1.48968
H 6.00915 3.12285 -0.77959
C 2.62795 1.22458 -2.39241
C 2.74236 1.80196 -3.80543
H 1.65177 0.78290 -2.23100
H 3.31960 0.40152 -2.21998
H 2.51440 1.04081 -4.55486
H 2.06522 2.64389 -3.95438
H 3.75114 2.15982 -3.98616
N 0.28840 -2.00337 3.30792
C -0.02892 -2.68458 4.42089
C -1.33793 -3.13664 4.27725
C -1.76600 -2.71765 3.00298
N -0.76630 -1.98783 2.42452
H 1.21324 -1.59318 3.03663
H 0.64315 -2.81069 5.25595
H -1.93693 -3.69333 4.97367
H -2.67663 -2.91048 2.41269
```

As for the molecular weight: 618.362 g mol⁻¹. The charge is +2. The HOMO-LUMO gap (alpha / beta) is 6.70 / 4.62 eV. As for the energy relative to the best compared isomer or geometry (same formula, charge and spin): 4.019 eV. The spin multiplicity is 5.


2.
Formula: C28H42BrN3NiO2S2Si
Source: the Open Molecules 2025 dataset
Level of theory: ωB97M-V/def2-TZVPD

Structure (XYZ):
```
80
C28H42BrN3NiO2S2Si ωB97M-V/def2-TZVPD
Ni -0.78216 -15.13744 -7.79380
C -1.65577 -20.17544 -6.41910
S -2.54451 -19.55694 -7.85209
C -1.89909 -17.95052 -7.99025
S -1.16450 -17.15796 -6.70536
N -2.06206 -17.52932 -9.20360
N -1.73705 -16.10260 -9.28753
C -2.16525 -15.45195 -10.30210
C -2.11455 -13.98862 -10.16067
C -2.60282 -13.17176 -11.19615
C -2.85203 -11.85920 -10.85271
C -2.53879 -11.36503 -9.61697
C -1.90430 -12.19955 -8.68987
N -1.66083 -13.48579 -8.97871
H -0.83632 -19.49239 -6.29149
H -2.24680 -20.19885 -5.45265
H -1.32482 -21.20018 -6.54284
H -2.68767 -16.03009 -11.08011
H -2.86258 -13.67818 -12.12734
H -3.34571 -11.24317 -11.50696
H -2.83272 -10.35100 -9.38420
H -1.54060 -11.94675 -7.71950
C 1.45865 -12.05647 -5.65929
C 0.95495 -12.89834 -6.83594
O -0.12509 -13.60338 -6.64529
C 1.64469 -12.96839 -8.11576
C 2.54746 -11.90608 -8.53435
C 3.05681 -11.83974 -9.83965
C 2.88665 -12.94529 -10.70883
C 2.10028 -14.00528 -10.32272
C 1.45486 -14.03152 -9.08354
O 0.71937 -15.07688 -8.89879
H 1.35032 -12.66697 -4.75240
H 0.87113 -11.12517 -5.58096
H 2.46616 -11.70752 -5.70158
H 2.75948 -11.09124 -7.88821
H 3.72110 -10.94345 -10.09950
H 3.38146 -12.91645 -11.65742
H 1.97943 -15.00331 -10.87252
C 3.70436 -17.38043 -7.74029
C 3.83385 -18.88069 -7.73117
C 5.14873 -19.28234 -6.99902
C 2.63115 -19.41746 -6.95365
Si 3.73928 -19.70648 -9.45917
Br 2.53358 -18.38555 -10.88396
C 5.48773 -19.72528 -10.32164
C 6.41204 -18.52789 -10.01753
C 5.34921 -19.69652 -11.88171
C 6.22912 -21.00942 -9.97216
C 2.87624 -21.46047 -9.56338
C 1.36227 -21.32084 -9.50604
C 3.14205 -21.90707 -10.98467
C 3.48267 -22.40741 -8.55718
H 3.48203 -16.97746 -6.69732
H 2.90899 -17.07814 -8.40642
H 4.56313 -16.89059 -8.18596
H 4.96335 -18.95133 -5.96746
H 5.96588 -18.84513 -7.44782
H 5.30979 -20.38289 -6.93085
H 2.81094 -19.17445 -5.82458
H 2.52820 -20.49822 -6.90155
H 1.73207 -18.90869 -7.22938
H 5.92725 -17.56422 -10.03381
H 7.23277 -18.49829 -10.73789
H 6.86264 -18.70717 -9.02522
H 4.77384 -18.79964 -12.22667
H 4.85255 -20.53900 -12.32399
H 6.35858 -19.65293 -12.29826
H 6.43242 -21.11349 -8.92411
H 7.14070 -21.02553 -10.54109
H 5.67104 -21.90703 -10.34073
H 0.94078 -20.69079 -10.27812
H 0.96682 -20.93761 -8.57392
H 0.86834 -22.26916 -9.58158
H 2.80774 -21.19133 -11.76961
H 2.50685 -22.78538 -11.17588
H 4.14368 -22.18962 -11.26644
H 3.42113 -22.15664 -7.55918
H 4.50684 -22.43644 -8.89865
H 2.95323 -23.35100 -8.70836
```

As for the molecular weight: 683.480 g mol⁻¹. The charge is 0. The HOMO-LUMO gap (alpha / beta) is 7.20 / 7.19 eV. As for the energy relative to the best compared isomer or geometry (same formula, charge and spin): 1.367 eV. The spin multiplicity is 3.


3.
Formula: C28H42BrO7P
Source: the Open Molecules 2025 dataset
Level of theory: ωB97M-V/def2-TZVPD

Structure (XYZ):
```
79
C28H42BrO7P ωB97M-V/def2-TZVPD
C 4.88594 4.27482 -2.06649
C 3.42342 3.97499 -2.36862
O 2.84430 2.96028 -1.57444
C 3.40624 1.68250 -1.74808
C 2.57317 0.68498 -0.98305
O 1.41150 0.39486 -1.73298
C 0.52276 -0.50570 -1.08687
P -1.20302 0.07058 -1.47570
Br -2.15253 -1.91772 -1.93527
C -1.84248 0.28556 0.23531
C -3.30844 0.75447 0.21769
C -3.45437 2.25353 -0.05440
C -4.91578 2.69807 -0.22254
C -5.13109 3.98688 -1.05093
C -5.77347 3.82932 -2.43785
C -5.01381 3.03637 -3.50846
C -5.06865 1.51037 -3.39464
C -4.88925 0.79718 -4.73957
C -3.49887 0.93155 -5.38572
O -2.57431 1.47762 -4.47268
C -1.48038 2.10378 -5.09581
H 4.99002 4.78308 -1.10741
H 5.27347 4.94046 -2.84095
H 5.50873 3.38076 -2.06802
H 2.82749 4.86537 -2.16467
H 3.29488 3.73154 -3.43258
H 3.41150 1.40501 -2.81127
H 4.43852 1.64202 -1.37907
H 3.15508 -0.23186 -0.81438
H 2.30045 1.12139 -0.01402
H 0.66726 -1.52886 -1.45037
H 0.67368 -0.48408 -0.00424
H -1.69957 -0.60640 0.84637
H -1.21469 1.08434 0.65263
H -3.76455 0.51804 1.18439
H -3.88335 0.19538 -0.52768
H -2.85846 2.53860 -0.92977
H -3.02485 2.79628 0.79529
H -5.50335 1.88149 -0.64870
H -5.32624 2.86439 0.77782
H -4.17501 4.51163 -1.15786
H -5.77931 4.65824 -0.47940
H -6.77623 3.40394 -2.30896
H -5.92355 4.83922 -2.83557
H -5.43456 3.31946 -4.48048
H -3.96664 3.35203 -3.52010
H -4.32295 1.15821 -2.68010
H -6.04933 1.21726 -3.00321
H -5.11934 -0.26251 -4.60983
H -5.63746 1.19970 -5.42892
H -3.54814 1.55719 -6.28615
H -3.13949 -0.05567 -5.70214
H -1.79639 3.01230 -5.62455
H -0.76958 2.37079 -4.31462
H -0.98359 1.43247 -5.80708
O 4.91445 -3.03596 4.53917
C 4.01841 -2.37969 4.05233
C 3.60580 -2.57292 2.63939
C 2.62375 -1.85368 2.10364
C 1.90091 -0.82666 2.89718
O 1.00820 -0.16226 2.41433
C 2.30993 -0.63976 4.31248
C 3.29277 -1.35817 4.84767
H 4.14712 -3.32858 2.08438
H 2.30251 -1.98295 1.07813
H 1.76522 0.11222 4.86892
H 3.61236 -1.23888 5.87513
O 6.80520 -7.16884 6.43373
C 5.59396 -7.18983 6.43912
C 4.84866 -8.41198 6.83834
C 3.51904 -8.43877 6.84381
C 2.72275 -7.24765 6.45202
O 1.51090 -7.27230 6.45829
C 3.46846 -6.02841 6.05357
C 4.79812 -5.99822 6.04713
H 5.45176 -9.26591 7.11960
H 2.95239 -9.31578 7.12975
H 2.86609 -5.17358 5.77226
H 5.35588 -5.11689 5.75629
```

As for the molecular weight: 601.515 g mol⁻¹. The charge is 0. The structure (SMILES) is CCOCCOCP(Br)CCCCCCCCCCOC.O=C1C=CC(=O)C=C1.O=C1C=CC(=O)C=C1. The HOMO-LUMO gap is 6.75 eV.


Energy for the records above, in order: -157173.2541 -178917.2694 -123377.9361 eV